(1)
Formula: C7H14NO4
Source: the Open Molecules 2025 dataset
Level of theory: the ωB97M-V functional and the def2-TZVPD basis

The geometry in ORCA input format:
```
! wB97M-V def2-TZVPD RIJCOSX def2/J DEFGRID3
* xyz 1 1
C -1.0188 2.1060 0.2515
C 1.7762 -0.8683 -2.0580
C -1.4303 3.3730 -0.3454
C 1.7464 0.2108 -3.0171
C -1.3915 -1.1231 -0.5111
C -0.0303 -1.6947 1.4143
C 0.4676 0.3425 0.1258
N -0.5903 -0.5991 0.6022
O -1.5446 1.5782 1.2081
O 2.4859 -1.8994 -1.5081
O 1.0533 -1.9414 -1.7036
O 0.0054 1.4747 -0.4232
H -1.9559 2.9192 -1.2412
H -2.2214 3.9240 0.2409
H -0.5293 3.9865 -0.5613
H 2.5555 0.9016 -2.8516
H 0.7773 0.7475 -2.9113
H 1.8365 -0.1204 -4.0922
H -2.1399 -1.7975 -0.2739
H -1.9325 -0.2599 -0.9602
H -0.7984 -1.4429 -1.3282
H -0.8835 -2.2263 1.6355
H 0.5618 -2.2634 0.7398
H 0.7976 -1.2859 2.0958
H 1.2594 0.5768 0.9642
H -1.3704 -0.1710 1.1512
*
```

Calculated values
Energy relative to the best compared isomer or geometry (same formula, charge and spin) ... 6.7924 eV
LUMO energy (alpha / beta) ... -4.747 / -3.392 eV
Orbital gap (alpha / beta) ... 6.770 / 9.509 eV
HOMO energy (alpha / beta) ... -11.517 / -12.901 eV


(2)
Formula: C7H9N3O2S
Source: the Open Molecules 2025 dataset
Level of theory: the ωB97M-V functional and the def2-TZVPD basis

The geometry in ORCA input format:
```
! wB97M-V def2-TZVPD RIJCOSX def2/J DEFGRID3
* xyz 0 1
C -1.7175 1.6578 -1.8358
C -0.7002 0.6852 -1.7662
C -0.5396 -0.3127 -2.8985
C -0.3204 2.9471 0.1542
C 0.1288 0.0439 0.3725
C -1.1291 -0.8229 0.6810
C 1.4716 -0.6228 0.8499
N -0.2850 2.2410 1.2672
N -0.2302 1.1477 1.6282
N 0.2783 0.6034 -0.8404
O -1.3800 -0.3852 -3.7321
O 0.6251 -0.9341 -2.7770
S -1.7328 3.0731 -0.8372
H -2.4725 1.5890 -2.5555
H 0.1721 3.8982 0.2131
H -0.9854 -1.3855 1.5505
H -1.0747 -1.5463 -0.1542
H -1.9666 -0.2507 0.8303
H 1.4467 -1.6692 0.5749
H 1.6065 -0.5969 1.9458
H 2.3087 -0.3677 0.3413
H 1.0200 -0.2258 -2.2598
*
```

Calculated values
Energy relative to the best compared isomer or geometry (same formula, charge and spin) ... 3.4645 eV
LUMO energy (alpha / beta) ... -1.068 / -1.069 eV
Orbital gap (alpha / beta) ... 7.203 / 7.202 eV
HOMO energy (alpha / beta) ... -8.271 / -8.271 eV


(3)
Formula: CHF3NO5S2Sm
Source: the Open Molecules 2025 dataset
Level of theory: the ωB97M-V functional and the def2-TZVPD basis

The geometry in ORCA input format:
```
! wB97M-V def2-TZVPD RIJCOSX def2/J DEFGRID3
* xyz -1 7
O -1.4953 2.0971 0.4884
Sm 2.2166 1.1428 0.8134
H 1.9883 0.7101 3.6814
N -0.7250 0.6310 -1.4392
S 0.0317 -0.7106 -1.2925
O 1.2371 -0.6493 -0.3732
O 0.2682 -1.4787 -2.5120
S -0.3121 1.9561 -0.4247
O 2.4490 1.2423 2.9847
O -0.2097 3.1138 -1.3693
C -1.1574 -1.8108 -0.3171
F -2.4216 -1.5143 -0.5791
F -0.9392 -3.0768 -0.6402
F -0.9307 -1.6528 0.9793
*
```

Calculated values
LUMO energy (alpha / beta) ... 1.801 / 1.753 eV
Orbital gap (alpha / beta) ... 5.836 / 6.411 eV
HOMO energy (alpha / beta) ... -4.035 / -4.658 eV


(4)
Formula: C19H40OP2Zr
Source: the Open Molecules 2025 dataset
Level of theory: the ωB97M-V functional and the def2-TZVPD basis

The geometry in ORCA input format:
```
! wB97M-V def2-TZVPD RIJCOSX def2/J DEFGRID3
* xyz 2 1
P 1.9042 -2.0756 -1.9765
P 1.6517 2.2015 -0.5888
C 1.6646 -0.3176 -2.5691
C 2.3302 0.8641 -1.7808
H 0.5358 -0.0690 -2.7872
H 2.1689 -0.4230 -3.5693
H 3.1709 0.4586 -1.1858
H 2.7108 1.5259 -2.5707
C 0.3386 3.0733 -1.5388
H -0.0879 3.9735 -1.0565
H -0.4499 2.3291 -1.7057
H 0.7371 3.4231 -2.5010
C 2.7878 3.6186 -0.4515
H 2.6497 4.3445 -1.2662
H 3.8148 3.2397 -0.4390
H 2.5719 4.0961 0.5161
C 0.5063 -3.1842 -2.3022
H 0.6054 -4.0202 -1.5919
H 0.5957 -3.6167 -3.3016
H -0.5175 -2.7788 -2.2001
C 3.3471 -2.9450 -2.6132
H 4.2190 -2.2774 -2.6553
H 3.1629 -3.3756 -3.6141
H 3.6079 -3.7600 -1.9130
Zr -1.5409 -0.2155 -3.1363
C -0.7671 1.3844 -4.5118
C -2.1784 1.4891 -4.2718
C -3.1511 0.7920 -5.2110
C -2.9116 -0.7147 -5.6186
C -1.9831 -1.5899 -4.7974
C -0.5329 -1.2992 -4.7540
C 0.0760 -0.5613 -5.9699
C -0.2964 0.9194 -5.9182
C 1.8485 -1.9103 -0.2085
H -0.0985 2.1224 -4.0227
H -2.5524 2.2379 -3.5520
H -3.1947 1.3827 -6.1472
H -4.1674 0.9048 -4.7893
H -3.9104 -1.2035 -5.6531
H -2.6012 -0.6790 -6.6728
H -2.2788 -2.6582 -4.7367
H 0.1417 -2.1122 -4.4656
H -0.2403 -1.0384 -6.9198
H 1.1817 -0.6569 -5.9743
H 0.5580 1.5574 -6.2110
H -1.0591 1.1390 -6.6924
H 2.7134 -1.3856 0.2094
H 1.7674 -2.8832 0.2960
H 0.9582 -1.3314 0.0360
C -2.2411 1.3924 0.3161
C -1.3043 0.1949 0.2749
C -0.1907 0.5040 1.2845
C -1.9444 -1.0556 0.8607
O -0.9027 -0.0401 -1.0927
H -2.4792 1.6062 1.3701
H -3.1481 1.1643 -0.2561
H -1.7706 2.2673 -0.1369
H -0.6995 0.6416 2.2566
H 0.5197 -0.3120 1.4005
H 0.3497 1.4473 1.0978
H -2.9252 -1.2505 0.4155
H -1.3267 -1.9454 0.7160
H -2.0781 -0.8967 1.9445
*
```

Calculated values
Energy relative to the best compared isomer or geometry (same formula, charge and spin) ... 0.0000 eV
LUMO energy (alpha / beta) ... -8.935 / -8.932 eV
Orbital gap (alpha / beta) ... 4.046 / 4.048 eV
HOMO energy (alpha / beta) ... -12.981 / -12.981 eV


(5)
Formula: C69H60ClF9N11O24S2
Source: the Open Molecules 2025 dataset
Level of theory: the ωB97M-V functional and the def2-TZVPD basis

The geometry in ORCA input format:
```
! wB97M-V def2-TZVPD RIJCOSX def2/J DEFGRID3
* xyz -1 1
C 4.5871 2.5676 2.7943
C 4.5617 1.5296 1.6627
Cl 2.8776 1.0718 1.2406
C 5.4605 0.3157 1.8732
S 5.3476 -0.7188 3.3384
O 5.3299 0.1538 4.4936
O 6.5454 -1.5246 3.1793
N 4.0765 -1.6316 3.1819
S 2.8421 -1.4987 4.1825
O 3.0622 -2.1648 5.4472
O 2.2804 -0.1595 4.2720
C 1.6425 -2.4971 3.3073
C 0.8889 -1.6605 2.2673
C -0.6090 -1.6279 2.4365
F -1.0299 -1.8522 3.7034
F -1.2184 -2.5716 1.6631
C -1.2066 -0.2682 2.0053
F -1.1045 -0.1845 0.6631
F -0.5087 0.7549 2.5172
C -2.7040 -0.0396 2.3805
F -3.2930 0.6733 1.3932
F -3.3864 -1.1800 2.4992
C -2.8726 0.7897 3.6920
F -1.9526 0.5043 4.6014
F -4.0788 0.5292 4.2250
F -2.8292 2.0996 3.4090
H 5.3440 2.3240 3.5359
H 3.6136 2.6417 3.2742
H 4.8184 3.5517 2.3770
H 4.9263 2.0042 0.7515
H 6.5053 0.6244 1.8208
H 5.2768 -0.3707 1.0418
H 2.1762 -3.2816 2.7793
H 1.0176 -2.9868 4.0502
H 1.2772 -0.6449 2.2641
H 1.0619 -2.0705 1.2696
C 3.0557 -6.0461 -3.0808
C 4.1166 -5.3577 -2.5090
C 4.0394 -4.9431 -1.1875
C 2.8972 -5.2366 -0.4694
C 1.8198 -5.9055 -1.0175
C 1.9098 -6.3126 -2.3395
N 2.8504 -4.8198 0.9466
O 3.8250 -4.2640 1.4016
O 1.8361 -5.0598 1.5787
H 3.1229 -6.3781 -4.1081
H 5.0036 -5.1465 -3.0895
H 4.8520 -4.4096 -0.7161
H 0.9418 -6.1048 -0.4202
H 1.0846 -6.8410 -2.7930
C -4.5626 -1.0791 -0.8439
C -5.0610 -2.1433 -1.5849
C -6.0559 -1.9351 -2.5266
C -6.5313 -0.6498 -2.7086
C -6.0545 0.4258 -1.9824
C -5.0619 0.2028 -1.0408
N -7.5792 -0.4169 -3.7198
O -7.9987 -1.3799 -4.3318
O -7.9641 0.7242 -3.8830
H -3.7832 -1.2535 -0.1166
H -4.6703 -3.1398 -1.4293
H -6.4553 -2.7505 -3.1105
H -6.4522 1.4152 -2.1517
H -4.6770 1.0324 -0.4664
C -6.3283 4.3472 1.8236
C -5.0147 3.9083 1.7181
C -4.0970 4.6289 0.9694
C -4.5256 5.7856 0.3437
C -5.8286 6.2406 0.4305
C -6.7353 5.5081 1.1791
N -3.5552 6.5700 -0.4397
O -2.4218 6.1502 -0.5285
O -3.9467 7.6032 -0.9554
H -7.0378 3.7808 2.4125
H -4.7031 3.0043 2.2197
H -3.0716 4.3020 0.8752
H -6.1248 7.1465 -0.0762
H -7.7592 5.8465 1.2604
C 6.7899 -8.5708 -8.8228
C 5.4904 -8.3726 -9.2626
C 4.6406 -7.5225 -8.5713
C 5.1289 -6.8820 -7.4473
C 6.4189 -7.0742 -6.9802
C 7.2525 -7.9280 -7.6808
N 4.2545 -5.9391 -6.7207
O 3.1260 -5.7674 -7.1371
O 4.7323 -5.3683 -5.7578
H 7.4458 -9.2368 -9.3678
H 5.1299 -8.8849 -10.1436
H 3.6268 -7.3561 -8.9004
H 6.7593 -6.5591 -6.0946
H 8.2645 -8.0904 -7.3358
C -3.9077 10.0852 -2.6925
C -2.5874 9.6784 -2.8409
C -1.7105 10.4270 -3.6116
C -2.1770 11.5780 -4.2200
C -3.4867 12.0014 -4.0927
C -4.3519 11.2426 -3.3219
N -1.2461 12.3894 -5.0255
O -0.1044 11.9922 -5.1433
O -1.6744 13.4129 -5.5250
H -4.5920 9.5080 -2.0900
H -2.2430 8.7785 -2.3523
H -0.6817 10.1246 -3.7370
H -3.8179 12.9039 -4.5844
H -5.3808 11.5601 -3.2078
C -4.6100 -6.0907 7.1150
C -4.0217 -4.9448 7.6340
C -2.8636 -4.4374 7.0650
C -2.3202 -5.0952 5.9785
C -2.8835 -6.2390 5.4468
C -4.0402 -6.7376 6.0261
N -1.0950 -4.5471 5.3565
O -0.6168 -3.5526 5.8551
O -0.6566 -5.1250 4.3818
H -5.5161 -6.4805 7.5603
H -4.4650 -4.4419 8.4828
H -2.3884 -3.5483 7.4521
H -2.4241 -6.7236 4.5984
H -4.4978 -7.6316 5.6240
C 10.5487 -5.0330 3.6223
C 10.3263 -6.2608 3.0106
C 9.4218 -6.3608 1.9671
C 8.7557 -5.2189 1.5569
C 8.9496 -3.9891 2.1573
C 9.8622 -3.9045 3.1979
N 7.8226 -5.3267 0.4208
O 7.6407 -6.4307 -0.0625
O 7.3047 -4.3077 0.0176
H 11.2590 -4.9570 4.4355
H 10.8597 -7.1410 3.3441
H 9.2364 -7.3035 1.4753
H 8.4022 -3.1135 1.8361
H 10.0263 -2.9500 3.6784
C 2.1207 -10.4134 -3.0612
C 3.4637 -10.7444 -3.1739
C 4.0804 -10.7321 -4.4147
C 3.3296 -10.3779 -5.5204
C 1.9903 -10.0439 -5.4344
C 1.3858 -10.0686 -4.1887
N 3.9842 -10.3492 -6.8391
O 5.1516 -10.6813 -6.8990
O 3.3221 -9.9979 -7.7969
H 1.6462 -10.4181 -2.0889
H 4.0342 -11.0088 -2.2944
H 5.1238 -10.9870 -4.5238
H 1.4370 -9.7740 -6.3214
H 0.3389 -9.8112 -4.0983
C -0.0442 2.6069 6.2546
C -1.2273 3.3149 6.0704
C -1.6602 4.2164 7.0294
C -0.8879 4.3910 8.1640
C 0.2894 3.6951 8.3734
C 0.7093 2.7953 7.4057
N -1.3328 5.3594 9.1818
O -2.3817 5.9449 8.9881
O -0.6279 5.5211 10.1591
H 0.2949 1.9059 5.5012
H -1.8122 3.1717 5.1760
H -2.5760 4.7740 6.9029
H 0.8633 3.8560 9.2735
H 1.6268 2.2405 7.5462
C -6.8686 16.4864 -4.4450
C -6.8276 15.8539 -3.2094
C -7.4361 14.6207 -3.0372
C -8.0773 14.0389 -4.1154
C -8.1350 14.6549 -5.3521
C -7.5244 15.8882 -5.5128
N -8.7075 12.7165 -3.9469
O -8.6568 12.2059 -2.8456
O -9.2353 12.2170 -4.9194
H -6.3867 17.4461 -4.5763
H -6.3175 16.3182 -2.3766
H -7.4035 14.1252 -2.0783
H -8.6466 14.1743 -6.1726
H -7.5586 16.3799 -6.4753
*
```

Calculated values
LUMO energy ... 0.256 eV
Orbital gap ... 6.217 eV
HOMO energy ... -5.961 eV


(6)
Formula: C5H8N2O
Source: the Open Molecules 2025 dataset
Level of theory: the ωB97M-V functional and the def2-TZVPD basis

The geometry in ORCA input format:
```
! wB97M-V def2-TZVPD RIJCOSX def2/J DEFGRID3
* xyz 0 1
C 0.4663 0.1067 -1.3893
C -0.1072 -0.0374 -0.1942
C 0.4296 -0.1613 1.1563
C 1.7553 -0.4606 1.2479
C -1.5147 0.3868 -0.1739
H 2.4335 -0.5592 -1.2032
H 2.1611 0.0865 -2.6422
H -0.2852 0.8427 -2.1265
H -0.2095 0.3952 1.8049
H 2.1878 -0.4988 2.2375
H 2.6592 -0.9871 0.7285
H -2.2552 0.3812 -1.0992
H -3.8551 0.6295 1.7142
N 1.5995 -0.6840 -1.8365
N -2.0416 0.1172 1.0271
O -3.4239 0.4424 0.7486
*
```

Calculated values
Energy relative to the best compared isomer or geometry (same formula, charge and spin) ... 7.2769 eV
SMILES string ... C=CC(/C=N/O)=C\N
LUMO energy ... 0.628 eV
Orbital gap ... 8.682 eV
HOMO energy ... -8.053 eV


(7)
Formula: C16H50O9
Source: the Open Molecules 2025 dataset
Level of theory: the ωB97M-V functional and the def2-TZVPD basis

The geometry in ORCA input format:
```
! wB97M-V def2-TZVPD RIJCOSX def2/J DEFGRID3
* xyz -1 2
C -4.2748 1.1988 -0.4558
C -4.2253 2.5526 -1.1927
O -3.4448 2.4767 -2.3513
H -3.2856 0.7852 -0.2591
H -4.8374 0.5445 -1.1217
H -4.8081 1.3856 0.4762
H -3.8620 3.3310 -0.5218
H -5.1541 3.0447 -1.4813
H -3.4703 3.3246 -2.8007
C 3.4217 0.1100 -0.8964
C 4.2076 -1.1887 -0.7984
O 5.5087 -0.9297 -1.1955
H 3.8305 0.8963 -0.2617
H 2.3385 0.0401 -0.7974
H 3.7112 0.4964 -1.8736
H 3.7418 -1.9011 -1.4793
H 4.1239 -1.5270 0.2344
H 5.8139 -1.7552 -1.5790
C 1.0914 -4.5567 -2.0414
C 0.7170 -3.1864 -1.4864
O 0.8704 -3.1477 -0.0297
H 0.6113 -5.1966 -1.3012
H 2.1526 -4.7995 -2.0968
H 0.8080 -4.7733 -3.0714
H -0.3626 -3.0381 -1.5114
H 1.2269 -2.3707 -1.9990
H 0.5366 -2.2754 0.1922
C 2.8127 -0.3503 3.5965
C 1.8517 -1.1729 2.8112
O 0.8786 -0.2883 2.2477
H 2.4962 -0.0557 4.5970
H 2.9659 0.6229 3.1302
H 3.7590 -0.8621 3.7714
H 1.3054 -1.8672 3.4496
H 2.4078 -1.6474 2.0026
H 0.4241 0.1915 2.9441
C 1.1922 3.3130 -1.2726
C -0.2837 3.3935 -0.9172
O -0.8661 2.1386 -1.0982
H 1.7052 2.5348 -0.7076
H 1.7058 4.2727 -1.2140
H 1.3008 2.9992 -2.3108
H -0.7364 4.1774 -1.5245
H -0.4179 3.7292 0.1111
H -1.7717 2.1500 -1.4167
C -1.9401 -3.2231 3.1476
C -2.5231 -1.9480 2.4963
O -2.7448 -2.0770 1.1074
H -2.4761 -4.0730 2.7249
H -1.9865 -3.1587 4.2347
H -0.8787 -3.3678 2.9462
H -1.8670 -1.0868 2.6223
H -3.4509 -1.6263 2.9694
H -2.1658 -1.5128 0.5897
C 0.0300 0.0230 -3.6925
C 1.4154 0.5186 -4.2659
O 1.2653 0.6508 -5.6115
H -0.7746 0.7398 -3.8565
H 0.1484 -0.0524 -2.6116
H -0.2000 -0.9813 -4.0483
H 2.1796 -0.2316 -4.0624
H 1.8742 1.3571 -3.7420
H 1.4695 1.5684 -5.8063
C -1.8078 1.8450 2.1139
C -1.4893 1.9938 3.5997
O -0.6774 0.9434 4.0010
H -0.9387 1.9575 1.4657
H -2.5680 2.5950 1.8957
H -2.1804 0.8682 1.8054
H -2.3580 1.9178 4.2537
H -0.9567 2.9337 3.7448
H -0.7317 0.7638 4.9425
O -0.5770 -0.3963 0.0347
H 0.0663 -0.2370 0.7254
H -0.8725 0.4766 -0.2240
*
```

Calculated values
Energy relative to the best compared isomer or geometry (same formula, charge and spin) ... 0.0000 eV
LUMO energy (alpha / beta) ... 2.294 / 2.274 eV
Orbital gap (alpha / beta) ... 1.718 / 9.431 eV
HOMO energy (alpha / beta) ... 0.575 / -7.158 eV


(8)
Formula: C19H14Cl2N6O5PdS
Source: the Open Molecules 2025 dataset
Level of theory: the ωB97M-V functional and the def2-TZVPD basis

The geometry in ORCA input format:
```
! wB97M-V def2-TZVPD RIJCOSX def2/J DEFGRID3
* xyz 0 1
Pd 0.8278 1.0732 -1.4216
C 1.7422 -4.6239 -2.1412
C 1.1243 -3.5048 -2.8824
N 0.3752 -3.6162 -3.9319
N 0.0366 -2.3501 -4.2580
C 0.5672 -1.4272 -3.4243
S 0.2726 0.2142 -3.5492
N 1.2977 -2.1834 -2.5391
N 2.0649 -1.6927 -1.4939
H 1.4485 -5.5559 -2.6137
H 1.4110 -4.6288 -1.1028
H 2.8302 -4.5531 -2.1512
H -0.5871 -2.1566 -5.0242
H 2.9806 -2.1262 -1.4980
H 1.5582 -1.7887 -0.6167
Cl 0.8572 5.8019 -2.4505
C 1.2456 4.9738 -0.9964
C 1.4135 5.7181 0.1827
C 1.7534 5.1157 1.3693
Cl 1.9685 6.0739 2.7928
C 1.9357 3.7123 1.4483
C 2.3211 2.9821 2.5922
C 2.4878 1.6234 2.5112
C 2.2293 0.9639 1.2967
N 1.8381 1.6208 0.2327
C 1.7201 2.9794 0.2719
C 1.4173 3.5887 -1.0063
O 1.3558 2.8332 -2.0660
H 1.2772 6.7862 0.1370
H 2.4960 3.5088 3.5192
H 2.8034 1.0495 3.3680
H 2.3207 -0.1075 1.2072
O -1.2746 1.4012 -0.1619
C -1.1302 0.2033 0.0273
O -0.1005 -0.4698 -0.4252
C -2.1460 -0.5802 0.8061
C -1.9169 -1.9091 1.1586
C -2.8616 -2.6130 1.8827
C -4.0319 -1.9586 2.2354
C -4.2906 -0.6385 1.8968
C -3.3299 0.0511 1.1770
N -5.0355 -2.6955 2.9978
O -6.0677 -2.1224 3.2696
O -4.8023 -3.8579 3.2543
H -0.9942 -2.3794 0.8561
H -2.7120 -3.6401 2.1732
H -5.2196 -0.1784 2.1966
H -3.4775 1.0834 0.8938
*
```

Calculated values
Energy relative to the best compared isomer or geometry (same formula, charge and spin) ... 1.2309 eV
LUMO energy ... -0.618 eV
Orbital gap ... 6.964 eV
HOMO energy ... -7.582 eV


| no. | energy (a.u.) |
| --- | --- |
| 1 | -630.286817 |
| 2 | -984.907987 |
| 3 | -2223.674046 |
| 4 | -1552.180329 |
| 5 | -7227.977511 |
| 6 | -379.820755 |
| 7 | -1316.621559 |
| 8 | -2883.575562 |